1.
{"formula": "C30H52BrCl34INOSi", "method": "wB97M-V/def2-TZVPD", "species": ["C", "C", "C", "C", "C", "N", "C", "C", "C", "O", "Br", "C", "I", "C", "Si", "C", "C", "C", "H", "H", "H", "H", "H", "H", "H", "H", "H", "H", "H", "H", "H", "H", "H", "H", "H", "H", "C", "Cl", "Cl", "H", "H", "C", "Cl", "Cl", "H", "H", "C", "Cl", "Cl", "H", "H", "C", "Cl", "Cl", "H", "H", "C", "Cl", "Cl", "H", "H", "C", "Cl", "Cl", "H", "H", "C", "Cl", "Cl", "H", "H", "C", "Cl", "Cl", "H", "H", "C", "Cl", "Cl", "H", "H", "C", "Cl", "Cl", "H", "H", "C", "Cl", "Cl", "H", "H", "C", "Cl", "Cl", "H", "H", "C", "Cl", "Cl", "H", "H", "C", "Cl", "Cl", "H", "H", "C", "Cl", "Cl", "H", "H", "C", "Cl", "Cl", "H", "H", "C", "Cl", "Cl", "H", "H"], "xyz": [[3.75, 2.23, 1.99], [3.71, 1.84, 0.70], [3.06, 0.54, 0.22], [3.85, -0.73, 0.55], [5.22, -0.58, 0.61], [6.02, -1.60, 0.92], [5.53, -2.80, 1.22], [6.53, -3.87, 1.60], [6.72, -4.78, 0.38], [6.57, -4.40, -0.72], [7.29, -6.58, 0.77], [4.15, -3.01, 1.17], [3.51, -4.94, 1.70], [3.26, -1.99, 0.80], [1.34, -2.21, 0.67], [0.58, -1.89, 2.37], [0.80, -3.88, -0.03], [0.53, -0.96, -0.49], [4.24, 1.66, 2.79], [3.30, 3.15, 2.32], [4.16, 2.45, -0.08], [2.85, 0.64, -0.84], [2.11, 0.50, 0.75], [5.71, 0.37, 0.40], [7.03, -1.47, 0.95], [7.51, -3.39, 1.75], [6.22, -4.42, 2.48], [1.27, -2.06, 3.20], [-0.35, -2.44, 2.52], [0.32, -0.83, 2.40], [1.48, -4.25, -0.81], [0.76, -4.63, 0.76], [-0.18, -3.74, -0.49], [-0.30, -1.42, -1.03], [1.23, -0.63, -1.26], [0.20, -0.07, 0.04], [2.38, 0.11, -4.18], [2.33, -1.66, -4.18], [0.79, 0.81, -3.84], [3.08, 0.44, -3.42], [2.70, 0.45, -5.16], [-2.04, 3.87, -3.95], [-2.61, 2.20, -3.85], [-0.42, 4.04, -3.27], [-2.02, 4.18, -4.99], [-2.73, 4.50, -3.40], [0.10, 5.85, -0.04], [1.52, 4.82, 0.22], [0.46, 7.21, -1.10], [-0.68, 5.24, -0.50], [-0.24, 6.23, 0.92], [-6.12, 0.56, -4.16], [-6.44, 0.28, -5.88], [-4.73, -0.36, -3.59], [-5.93, 1.61, -4.01], [-6.99, 0.25, -3.59], [-1.79, -1.64, 5.37], [-0.32, -2.58, 5.64], [-1.46, -0.28, 4.28], [-2.55, -2.27, 4.93], [-2.14, -1.25, 6.32], [0.93, -4.30, 9.08], [0.93, -6.07, 9.05], [-0.67, -3.65, 9.45], [1.63, -3.97, 9.85], [1.25, -3.94, 8.11], [-3.89, -5.24, 8.19], [-2.99, -4.26, 7.02], [-5.13, -6.21, 7.41], [-3.18, -5.90, 8.69], [-4.36, -4.58, 8.91], [-7.48, 1.91, -9.49], [-6.10, 2.96, -9.14], [-8.86, 2.82, -10.12], [-7.18, 1.18, -10.23], [-7.78, 1.42, -8.57], [6.33, 5.70, 2.09], [5.94, 6.86, 0.82], [5.13, 4.38, 2.15], [7.31, 5.27, 1.89], [6.33, 6.21, 3.05], [8.11, -0.10, 3.61], [9.16, -0.27, 2.18], [8.43, 1.40, 4.47], [7.08, -0.10, 3.29], [8.30, -0.93, 4.28], [-5.68, 4.30, -4.89], [-5.17, 4.64, -3.23], [-5.58, 5.74, -5.91], [-5.03, 3.53, -5.30], [-6.70, 3.95, -4.87], [-8.16, -2.82, -5.42], [-8.24, -4.59, -5.43], [-9.72, -2.10, -5.03], [-7.44, -2.51, -4.67], [-7.85, -2.48, -6.40], [3.84, -3.19, 5.47], [4.20, -1.90, 4.29], [2.48, -2.73, 6.49], [3.57, -4.09, 4.94], [4.71, -3.36, 6.08], [-4.00, -3.54, -1.77], [-4.00, -4.79, -3.01], [-2.67, -3.76, -0.61], [-3.88, -2.57, -2.25], [-4.94, -3.57, -1.23], [-7.76, 3.58, -0.81], [-8.08, 3.27, -2.52], [-6.35, 2.67, -0.24], [-7.57, 4.64, -0.68], [-8.63, 3.27, -0.24], [-6.67, 8.63, -2.46], [-7.23, 6.95, -2.37], [-5.05, 8.82, -1.77], [-6.64, 8.93, -3.51], [-7.36, 9.26, -1.91], [7.56, -1.55, -2.26], [8.83, -0.61, -1.44], [7.36, -1.04, -3.94], [7.83, -2.60, -2.25], [6.62, -1.40, -1.74]], "relative_energy_ev": 0.000, "total_charge": 1, "e_lumo_ev": -3.95, "orbital_gap_ev": 6.854, "max_force_ev_per_a": 1.85, "e_tot_ha": -20111.68057, "homo_ev": -10.80}

***

2.
{"formula": "C30H52Cl2N3PY", "method": "wB97M-V/def2-TZVPD", "species": ["P", "C", "C", "C", "C", "C", "C", "C", "C", "C", "C", "C", "C", "C", "C", "C", "C", "C", "C", "H", "H", "H", "H", "H", "H", "H", "H", "H", "H", "H", "H", "H", "H", "H", "H", "H", "H", "H", "H", "H", "H", "H", "H", "H", "H", "H", "H", "H", "H", "H", "H", "H", "Y", "Cl", "Cl", "C", "H", "C", "C", "C", "C", "C", "C", "H", "H", "H", "H", "H", "C", "N", "C", "C", "N", "N", "C", "C", "H", "H", "H", "H", "H", "H", "H", "H", "H", "H", "H", "H", "H"], "xyz": [[-0.27, 0.72, -1.41], [-1.91, 0.23, -2.14], [-2.39, 1.08, -3.32], [-3.83, 0.70, -3.67], [-3.99, -0.80, -3.93], [-3.44, -1.65, -2.78], [-1.99, -1.27, -2.44], [1.16, 0.12, -2.46], [1.05, 0.52, -3.93], [2.36, 0.15, -4.63], [2.73, -1.32, -4.45], [2.73, -1.75, -2.98], [1.42, -1.38, -2.28], [-0.20, 2.59, -1.49], [-1.33, 3.20, -0.65], [-1.32, 4.73, -0.76], [0.04, 5.33, -0.39], [1.19, 4.67, -1.15], [1.16, 3.14, -1.05], [-2.57, 0.43, -1.28], [-1.74, 0.93, -4.19], [-2.34, 2.15, -3.08], [-4.16, 1.28, -4.55], [-4.48, 0.99, -2.83], [-5.04, -1.04, -4.10], [-3.45, -1.05, -4.85], [-4.05, -1.49, -1.88], [-3.49, -2.71, -3.03], [-1.63, -1.85, -1.58], [-1.34, -1.52, -3.30], [2.01, 0.65, -2.00], [3.16, 0.77, -4.20], [0.84, 1.59, -4.03], [0.21, -0.02, -4.40], [2.29, 0.41, -5.70], [3.70, -1.52, -4.89], [1.99, -1.93, -4.99], [2.90, -2.83, -2.88], [3.55, -1.24, -2.45], [1.46, -1.65, -1.22], [0.59, -1.97, -2.70], [-0.36, 2.84, -2.56], [-2.32, 2.82, -0.95], [-1.23, 2.90, 0.40], [-1.54, 4.99, -1.80], [-2.11, 5.16, -0.14], [0.20, 5.20, 0.69], [0.04, 6.41, -0.59], [2.16, 5.04, -0.79], [1.12, 4.94, -2.21], [1.98, 2.72, -1.65], [1.38, 2.84, -0.01], [0.23, 0.18, 1.37], [2.69, 0.64, 0.77], [-2.32, 0.74, 1.43], [-0.45, -1.91, 0.73], [-1.54, -1.98, 0.66], [0.25, -3.13, 0.78], [1.69, -3.14, 0.86], [2.39, -4.34, 0.86], [1.70, -5.56, 0.81], [0.30, -5.57, 0.76], [-0.42, -4.39, 0.75], [2.22, -2.18, 0.91], [3.48, -4.33, 0.89], [-0.23, -6.52, 0.73], [-1.51, -4.38, 0.71], [2.26, -6.50, 0.81], [-2.07, 0.19, 5.06], [-0.78, 0.04, 5.69], [-0.73, -0.01, 7.14], [0.31, -0.08, 4.88], [0.11, -0.13, 3.55], [1.59, -0.10, 5.29], [2.14, -0.14, 6.63], [2.60, -0.14, 4.22], [-2.83, 0.35, 5.84], [-2.33, -0.70, 4.49], [-2.07, 1.05, 4.38], [-0.30, -0.95, 7.49], [-0.19, 0.85, 7.55], [-1.76, 0.04, 7.52], [-0.89, -0.23, 3.34], [2.76, -1.03, 6.73], [2.78, 0.75, 6.78], [1.40, -0.15, 7.41], [2.46, -1.02, 3.58], [2.55, 0.75, 3.59], [3.60, -0.20, 4.67]], "total_charge": -1, "e_lumo_ev": 2.17, "orbital_gap_ev": 3.552, "max_force_ev_per_a": 2.82, "e_tot_ha": -2638.81040, "homo_ev": -1.39}

***

3.
{"formula": "C30H52F3NO21S5", "method": "wB97M-V/def2-TZVPD", "species": ["O", "C", "O", "C", "C", "F", "O", "H", "H", "H", "O", "C", "O", "C", "C", "F", "O", "H", "H", "H", "O", "C", "O", "C", "C", "F", "O", "H", "H", "H", "C", "N", "O", "O", "H", "H", "H", "O", "S", "O", "C", "C", "C", "C", "H", "H", "H", "H", "H", "H", "H", "H", "O", "S", "O", "C", "C", "C", "C", "H", "H", "H", "H", "H", "H", "H", "H", "O", "S", "O", "C", "C", "C", "C", "H", "H", "H", "H", "H", "H", "H", "H", "O", "S", "O", "C", "C", "C", "C", "H", "H", "H", "H", "H", "H", "H", "H", "O", "S", "O", "C", "C", "C", "C", "H", "H", "H", "H", "H", "H", "H", "H"], "xyz": [[-1.83, -5.39, -9.50], [-1.18, -5.05, -10.43], [-0.33, -5.87, -11.08], [0.44, -5.11, -12.02], [-0.42, -3.83, -12.13], [-1.26, -4.02, -13.20], [-1.10, -3.80, -10.91], [1.45, -4.87, -11.69], [0.52, -5.54, -13.01], [0.12, -2.90, -12.27], [-0.69, -9.55, -15.13], [-0.08, -9.65, -16.14], [1.23, -9.28, -16.27], [1.55, -9.26, -17.64], [0.48, -10.21, -18.25], [1.05, -11.45, -18.32], [-0.53, -10.19, -17.27], [1.46, -8.30, -18.16], [2.56, -9.62, -17.82], [0.11, -9.86, -19.20], [2.86, -6.72, -15.65], [2.34, -6.01, -16.46], [2.71, -5.92, -17.75], [1.99, -4.78, -18.29], [0.83, -4.65, -17.32], [-0.21, -5.47, -17.69], [1.44, -5.08, -16.13], [2.65, -3.92, -18.15], [1.75, -4.87, -19.34], [0.46, -3.63, -17.33], [-2.06, -6.60, -14.95], [-2.44, -5.86, -16.18], [-2.52, -6.41, -17.25], [-2.65, -4.67, -16.05], [-2.76, -6.24, -14.21], [-1.02, -6.35, -14.80], [-2.30, -7.66, -14.95], [-2.51, -0.18, -12.63], [-2.09, -0.23, -14.01], [-0.72, -0.56, -14.28], [-3.19, -1.22, -15.13], [-3.78, -0.22, -16.12], [-2.83, 0.98, -16.20], [-2.42, 1.33, -14.79], [-3.95, -1.63, -14.46], [-2.56, -2.03, -15.47], [-3.94, -0.69, -17.09], [-4.79, 0.12, -15.87], [-3.30, 1.82, -16.71], [-1.95, 0.69, -16.78], [-3.22, 1.86, -14.27], [-1.55, 1.97, -14.60], [-8.24, -3.17, -13.06], [-7.08, -2.84, -13.87], [-6.25, -1.69, -13.57], [-6.01, -4.27, -13.99], [-5.76, -4.51, -15.48], [-6.98, -4.07, -16.33], [-7.53, -2.82, -15.63], [-6.71, -5.04, -13.65], [-5.17, -4.15, -13.32], [-4.92, -4.00, -15.95], [-5.56, -5.57, -15.66], [-7.68, -4.90, -16.39], [-6.60, -3.84, -17.32], [-8.53, -2.42, -15.80], [-6.91, -2.02, -16.05], [-1.77, -10.50, -20.69], [-2.87, -9.56, -20.71], [-4.21, -10.09, -20.75], [-2.74, -8.21, -19.51], [-2.46, -6.99, -20.35], [-3.11, -7.09, -21.71], [-2.76, -8.47, -22.25], [-1.95, -8.44, -18.81], [-3.71, -8.20, -19.01], [-2.75, -6.08, -19.81], [-1.38, -6.84, -20.47], [-2.63, -6.35, -22.36], [-4.16, -6.80, -21.68], [-1.74, -8.58, -22.61], [-3.50, -8.94, -22.89], [-3.15, -7.96, -11.96], [-4.29, -7.21, -11.46], [-4.21, -5.78, -11.43], [-5.81, -7.58, -12.39], [-6.93, -7.79, -11.32], [-6.40, -7.62, -9.91], [-4.88, -7.91, -9.90], [-5.73, -8.53, -12.91], [-6.02, -6.82, -13.13], [-7.84, -7.24, -11.56], [-7.23, -8.81, -11.57], [-6.87, -8.32, -9.21], [-6.61, -6.61, -9.55], [-4.69, -8.98, -9.87], [-4.22, -7.51, -9.13], [-4.03, -9.85, -17.04], [-4.69, -9.67, -15.79], [-4.79, -8.34, -15.20], [-6.34, -10.51, -15.84], [-6.26, -11.44, -14.63], [-4.83, -12.02, -14.57], [-3.95, -10.78, -14.54], [-6.46, -11.15, -16.72], [-7.16, -9.79, -15.89], [-6.56, -10.89, -13.73], [-7.07, -12.18, -14.69], [-4.73, -12.59, -15.50], [-4.75, -12.70, -13.73], [-2.89, -10.82, -14.77], [-4.13, -10.30, -13.58]], "relative_energy_ev": 0.996, "e_lumo_ev": 0.05, "orbital_gap_ev": 10.045, "smiles": "O=C1OC[C@@H](F)O1.O=C1OC[C@@H](F)O1.O=C1OC[C@@H](F)O1.C[N+](=O)[O-].O=S1(=O)CCCC1.O=S1(=O)CCCC1.O=S1(=O)CCCC1.O=S1(=O)CCCC1.O=S1(=O)CCCC1", "max_force_ev_per_a": 2.74, "e_tot_ha": -5099.51236, "homo_ev": -10.00}

***

4.
{"formula": "C30H52IN2O8P", "method": "wB97M-V/def2-TZVPD", "species": ["C", "C", "C", "C", "N", "C", "C", "C", "C", "C", "C", "C", "C", "C", "C", "C", "C", "C", "C", "C", "N", "C", "C", "C", "I", "P", "O", "O", "H", "H", "H", "H", "H", "H", "H", "H", "H", "H", "H", "H", "H", "H", "H", "H", "H", "H", "H", "H", "H", "H", "H", "H", "H", "H", "H", "H", "H", "H", "H", "H", "H", "H", "H", "H", "C", "C", "O", "C", "O", "O", "C", "H", "H", "H", "H", "H", "H", "H", "H", "C", "C", "O", "C", "O", "O", "C", "H", "H", "H", "H", "H", "H", "H", "H"], "xyz": [[6.00, -2.97, 1.04], [4.73, -2.63, 1.59], [3.36, -2.04, 2.34], [3.68, -2.09, 3.95], [3.75, -2.10, 5.26], [2.14, -3.04, 1.85], [2.20, -4.55, 2.48], [1.48, -4.73, 3.95], [-0.13, -4.42, 3.99], [-0.45, -2.84, 4.25], [-1.33, -2.52, 5.60], [-2.85, -2.13, 5.15], [-3.07, -0.53, 4.81], [-2.34, -0.03, 3.43], [-3.01, 1.29, 2.72], [-3.03, 0.98, 1.09], [-1.54, 0.74, 0.43], [-1.52, -0.56, -0.62], [3.11, -0.45, 1.95], [2.65, -0.43, 0.34], [2.26, -0.34, -0.89], [1.88, 0.26, 2.76], [2.31, 1.01, 4.16], [1.96, 2.64, 4.15], [1.40, 3.17, 6.25], [4.79, 0.45, 2.03], [5.71, 0.25, 0.53], [4.55, 2.19, 2.13], [7.16, -3.09, 0.88], [1.12, -2.48, 1.98], [2.29, -3.17, 0.67], [1.68, -5.28, 1.69], [3.33, -4.87, 2.51], [1.61, -5.88, 4.24], [1.97, -4.12, 4.82], [-0.63, -5.09, 4.84], [-0.59, -4.83, 2.96], [-0.93, -2.43, 3.25], [0.60, -2.29, 4.36], [-1.26, -3.37, 6.42], [-0.84, -1.56, 6.11], [-3.20, -2.82, 4.27], [-3.58, -2.36, 6.06], [-2.80, 0.19, 5.72], [-4.24, -0.41, 4.62], [-2.44, -0.92, 2.65], [-1.20, 0.24, 3.64], [-4.13, 1.34, 3.07], [-2.44, 2.28, 2.99], [-3.62, -0.04, 0.97], [-3.61, 1.78, 0.46], [-0.69, 0.53, 1.21], [-1.17, 1.67, -0.21], [-1.33, -1.57, -0.02], [-0.62, -0.45, -1.38], [-2.52, -0.59, -1.23], [1.05, -0.55, 3.00], [1.38, 1.03, 2.02], [1.58, 0.56, 5.00], [3.40, 0.78, 4.54], [1.05, 2.90, 3.44], [2.91, 3.30, 3.91], [5.31, 0.96, -0.07], [3.91, 2.41, 1.35], [-0.27, -1.31, -4.44], [-0.21, -0.51, -5.73], [-1.28, -0.89, -6.61], [-2.49, -0.33, -6.33], [-2.73, 0.45, -5.42], [-3.39, -0.82, -7.23], [-4.72, -0.37, -7.00], [-0.30, -2.38, -4.66], [0.60, -1.10, -3.81], [-1.17, -1.08, -3.87], [0.72, -0.73, -6.26], [-0.22, 0.57, -5.54], [-4.77, 0.72, -6.94], [-5.12, -0.83, -6.09], [-5.33, -0.69, -7.85], [-1.85, 3.59, -4.56], [-0.45, 4.11, -4.30], [0.31, 4.18, -5.51], [0.06, 5.26, -6.30], [-0.72, 6.17, -6.05], [0.82, 5.15, -7.41], [0.61, 6.20, -8.36], [-1.81, 2.64, -5.10], [-2.39, 3.45, -3.62], [-2.42, 4.29, -5.18], [0.08, 3.42, -3.64], [-0.46, 5.09, -3.79], [0.72, 7.18, -7.90], [-0.38, 6.09, -8.82], [1.37, 6.10, -9.15]], "e_lumo_ev": -0.24, "orbital_gap_ev": 9.267, "smiles": "C#C[C@](C#N)(CCCCCCCCCCCCC)[C@@](C#N)(CCCI)P(O)O.CCOC(=O)OC.CCOC(=O)OC", "max_force_ev_per_a": 12.57, "e_tot_ha": -2524.24509, "homo_ev": -9.50}